Model P:
Density functional theory data (ωB97M-V/def2-TZVPD) for 2 unconnected molecules or ions with the total composition C10H16O.

Summary:
Kohn-Sham gap (spin up / spin down) = 9.94 / 6.78 eV
Spin multiplicity = 2
Total charge = +1
Expectation value of S² = 0.767
E_HOMO (spin up / spin down) = -13.8 / -14.2 eV

Positions of all 27 atoms, in Å:
C1 0.825 1.285 -2.882
C2 -1.574 0.102 0.279
C3 -1.538 -0.763 -0.834
C4 -0.839 1.289 0.479
C5 -0.608 -0.415 -1.783
C6 0.007 1.695 -0.534
C7 0.080 0.826 -1.655
O1 -2.487 -0.091 1.236
H1 -2.086 -1.695 -0.874
H2 -3.072 -0.809 0.991
H3 -1.025 1.924 1.335
H4 -0.491 -0.903 -2.743
H5 0.762 2.458 -0.445
H6 1.159 2.318 -2.838
H7 0.181 1.119 -3.748
H8 1.712 0.664 -3.014
C8 1.493 -0.679 1.956
C9 1.166 -2.138 2.189
C10 2.505 -0.509 0.857
H9 0.573 -0.093 1.738
H10 1.801 -0.239 2.910
H11 2.057 -2.585 2.644
H12 2.307 -0.916 -0.140
H13 2.565 0.581 0.667
H14 3.540 -0.722 1.129
H15 0.274 -2.359 2.765
H16 1.036 -2.731 1.266

---

Model Q:
Density functional theory data (ωB97M-V/def2-TZVPD) for 2 unconnected molecules or ions with the total composition C10H16O.

Summary:
Kohn-Sham gap (spin up / spin down) = 10.19 / 6.99 eV
Spin multiplicity = 2
Total charge = +1
Expectation value of S² = 0.767
E_HOMO (spin up / spin down) = -13.9 / -14.3 eV

Positions of all 27 atoms, in Å:
C1 -2.401 2.300 -1.417
C2 -3.490 1.355 -1.938
H1 -1.454 1.766 -1.337
H2 -2.317 3.217 -2.011
H3 -2.709 2.707 -0.445
H4 -4.480 1.795 -1.850
H5 -3.500 0.479 -1.287
H6 -3.325 1.060 -2.971
C3 -0.231 0.167 1.579
C4 0.021 -0.007 3.072
C5 0.869 -0.338 0.693
C6 2.144 -0.712 1.184
C7 0.527 -0.647 -0.661
C8 3.018 -1.377 0.381
C9 1.328 -1.426 -1.422
C10 2.631 -1.758 -0.928
O1 3.411 -2.384 -1.764
H7 -1.148 -0.344 1.291
H8 -0.376 1.231 1.359
H9 0.359 -1.013 3.308
H10 2.411 -0.541 2.219
H11 -0.417 -0.331 -1.090
H12 3.996 -1.658 0.752
H13 1.033 -1.777 -2.403
H14 4.265 -2.633 -1.374
H15 -0.905 0.148 3.616
H16 0.739 0.720 3.443

---

The structure with the most favorable energy is model Q; the runner-up is 0.0170 hartree above it.

---

Model P:
Density functional theory data (ωB97M-V/def2-TZVPD) for a gas-phase ion, C4H6NO2 (charge -1).

Summary:
Kohn-Sham gap (spin up / spin down) = 5.46 / 7.05 eV
Total charge = -1
E_HOMO (spin up / spin down) = -2.0 / -3.0 eV

Positions of all 13 atoms, in Å:
C1 0.657 -0.133 0.158
C2 0.698 -1.413 -0.416
C3 -1.058 1.243 -0.490
C4 -0.585 0.552 0.692
N1 1.722 0.668 0.232
O1 2.843 0.018 0.023
O2 -1.615 -0.306 1.122
H1 1.686 -1.817 -0.695
H2 -0.247 -1.990 -0.355
H3 -1.375 0.593 -1.222
H4 -0.194 1.931 -0.875
H5 -0.404 1.179 1.565
H6 -2.129 -0.525 0.260

---

Model Q:
Density functional theory data (ωB97M-V/def2-TZVPD) for a gas-phase ion, C4H6NO2 (charge -1).

Summary:
Kohn-Sham gap (spin up / spin down) = 5.63 / 5.63 eV
Total charge = -1
E_HOMO (spin up / spin down) = -1.4 / -1.4 eV

Positions of all 13 atoms, in Å:
C1 -0.040 -0.377 -0.198
C2 0.136 -1.681 0.186
C3 -1.539 1.333 0.259
C4 0.894 0.635 -0.428
N1 -1.367 0.144 -0.234
O1 -2.311 -0.532 -0.743
O2 2.284 0.291 -0.560
H1 -0.706 -2.283 0.473
H2 1.102 -2.161 0.184
H3 -0.726 1.853 0.715
H4 -2.512 1.789 0.162
H5 0.664 1.452 -1.102
H6 2.324 -0.638 -0.318

---

The structure with the most favorable energy is model Q; the runner-up is 0.0410 hartree above it.

---

Model P:
Density functional theory data (ωB97M-V/def2-TZVPD) for a molecular structure, C15H15F6O15.

Summary:
Kohn-Sham gap = 9.68 eV
Total charge = -1
E_HOMO = -7.5 eV

Positions of all 51 atoms, in Å:
F1 0.081 0.069 -0.560
C1 -1.849 -0.114 2.887
C2 -1.662 -1.297 1.892
O1 -2.952 -1.955 1.793
C3 -3.596 -1.567 2.932
O2 -4.635 -2.100 3.175
O3 -3.040 -0.521 3.517
F2 -0.645 -2.027 2.153
H1 -1.857 0.828 2.357
H2 -1.029 -0.078 3.456
H3 -1.625 -0.807 0.888
C4 -3.117 1.208 -1.210
C5 -2.745 2.343 -0.198
O4 -3.862 2.327 0.764
C6 -4.581 1.189 0.502
O5 -5.532 0.837 1.102
O6 -4.079 0.556 -0.624
F3 -2.589 3.512 -0.865
H4 -2.282 0.570 -1.437
H5 -3.427 1.878 -2.103
H6 -1.662 1.966 0.201
C7 1.736 0.727 2.473
C8 2.559 -0.164 1.665
O7 2.674 -1.284 2.476
C9 2.188 -1.096 3.610
O8 2.227 -1.891 4.537
O9 1.605 0.039 3.737
F4 3.782 0.413 1.398
H7 0.497 1.047 2.074
H8 2.278 1.721 2.614
H9 2.202 -0.295 0.598
C10 0.409 2.052 -3.086
C11 1.765 2.675 -2.804
O10 1.583 3.952 -3.285
C12 0.451 3.965 -3.974
O11 0.273 4.960 -4.797
O12 -0.335 3.017 -3.806
F5 2.714 2.000 -3.544
H10 -0.210 1.745 -2.356
H11 0.622 1.081 -3.746
H12 2.051 2.498 -1.693
C13 1.838 -2.768 -1.010
C14 3.262 -3.222 -0.666
O13 3.670 -4.176 -1.591
C15 2.604 -4.301 -2.427
O14 2.670 -5.016 -3.370
O15 1.613 -3.535 -2.118
F6 3.228 -3.963 0.538
H13 1.841 -1.761 -1.182
H14 0.994 -2.777 -0.348
H15 3.909 -2.459 -0.552

---

Model Q:
Density functional theory data (ωB97M-V/def2-TZVPD) for 6 unconnected molecules or ions with the total composition C15H15F6O15.

Summary:
Kohn-Sham gap = 10.42 eV
Total charge = -1
E_HOMO = -8.1 eV

Positions of all 51 atoms, in Å:
F1 0.313 -0.176 -0.120
C1 0.904 1.383 2.976
C2 0.236 0.016 2.946
O1 -1.040 0.297 3.452
C3 -1.164 1.485 3.939
O2 -2.145 2.074 4.515
O3 0.006 2.232 3.575
F2 0.922 -0.881 3.765
H1 1.181 1.549 2.002
H2 1.919 1.322 3.369
H3 0.298 -0.578 2.040
C4 2.259 2.449 -0.929
C5 3.238 1.160 -1.142
O4 3.737 1.092 0.201
C6 3.566 2.297 0.799
O5 3.949 2.458 1.985
O6 2.875 3.111 0.182
F3 4.273 1.426 -1.976
H4 1.333 2.039 -0.414
H5 2.019 2.804 -1.893
H6 2.544 0.342 -1.260
C7 -2.830 -0.352 0.485
C8 -2.663 1.093 0.399
O7 -3.486 1.457 1.464
C9 -4.294 0.516 1.738
O8 -5.111 0.474 2.592
O9 -4.014 -0.636 1.149
F4 -2.956 1.710 -0.818
H7 -1.940 -0.726 1.111
H8 -2.758 -0.703 -0.695
H9 -1.768 1.121 0.811
C10 1.803 -2.959 0.592
C11 1.534 -2.897 -0.840
O10 1.560 -4.238 -1.243
C12 1.708 -5.010 -0.221
O11 1.552 -6.227 -0.279
O12 1.923 -4.353 0.854
F5 2.477 -2.177 -1.621
H10 0.941 -2.496 1.225
H11 2.806 -2.745 0.803
H12 0.514 -2.429 -1.100
C13 -1.563 -0.532 -3.045
C14 -0.718 0.823 -3.229
O13 -1.690 1.525 -4.021
C15 -2.867 0.956 -3.925
O14 -3.863 1.365 -4.665
O15 -2.838 -0.233 -3.415
F6 0.384 0.662 -4.008
H13 -1.371 -0.988 -2.042
H14 -1.279 -1.283 -3.752
H15 -0.404 1.379 -2.306

---

The structure with the most favorable energy is model P; the runner-up is 0.0095 hartree above it.